Model 1:
Entry from the OMol25 dataset: an isolated ion of composition C3H7N2 and charge +1 (ωB97M-V/def2-TZVPD).

Output
Lowest unoccupied orbital energy (Eh): -0.14259
Total charge: +1
Frontier orbital gap (eV): 12.2
SMILES: C1=NCC[NH2+]1

Last column: Mulliken charge in e.
Geometry (Å):
C -1.219 0.853 0.012  -0.136
C -0.295 -1.211 -0.034  -0.323
C 0.955 -0.346 -0.009  -0.561
N -1.534 -0.341 0.087  -0.290
N 0.334 1.044 0.013  -0.224
H -1.844 1.642 -0.005  0.502
H -0.299 -2.062 0.728  0.319
H -0.271 -1.800 -0.906  0.298
H 1.475 -0.504 -0.890  0.330
H 1.508 -0.375 0.851  0.339
H 0.630 1.658 -0.786  0.371
H 0.559 1.440 0.939  0.374

***

Model 2:
Entry from the OMol25 dataset: a 2-piece molecular cluster, C3H7N2 overall (ωB97M-V/def2-TZVPD).

Output
Lowest unoccupied orbital energy (spin up / spin down) (Eh): -0.25346 / -0.25353
Total charge: +1
Frontier orbital gap (spin up / spin down) (eV): 6.4 / 6.4

Last column: Mulliken charge in e.
Geometry (Å):
C -0.062 -0.772 -0.070  -0.706
C 1.358 -0.565 -0.065  0.157
C -0.967 0.261 -0.081  0.153
N -2.231 0.076 0.018  -0.355
N 2.012 0.529 -0.015  -0.513
H -0.396 -1.752 -0.188  0.328
H 2.032 -1.338 -0.213  0.422
H -0.609 1.234 -0.328  0.303
H -2.450 -0.975 0.194  0.265
H -2.988 0.735 0.176  0.260
H 1.312 2.163 0.568  0.412
H 2.988 0.403 0.003  0.273

***

Model 3:
Entry from the OMol25 dataset: a 2-piece molecular cluster, C3H7N2 overall (ωB97M-V/def2-TZVPD).

Output
Lowest unoccupied orbital energy (Eh): -0.19313
Total charge: +1
Frontier orbital gap (eV): 9.6

Last column: Mulliken charge in e.
Geometry (Å):
C -0.312 1.103 2.129  0.199
C -0.220 0.357 1.141  -0.657
C -0.406 -0.686 0.283  0.285
N 1.283 0.146 -0.971  -0.650
N -1.377 -0.611 -0.622  -0.300
H -0.377 1.777 2.967  0.429
H 0.306 -1.483 0.135  0.376
H 1.241 0.564 -1.817  0.220
H 1.942 -0.551 -1.038  0.270
H -1.566 -1.373 -1.379  0.295
H 1.594 0.695 -0.275  0.269
H -2.109 0.061 -0.554  0.262

***

Last place for stability: model 2

***

Model 1:
Entry from the OMol25 dataset: C4H5NO3 as an isolated structure (ωB97M-V/def2-TZVPD).

Output
Lowest unoccupied orbital energy (Eh): 0.00580
Frontier orbital gap (eV): 9.4

Last column: Mulliken charge in e.
Geometry (Å):
C -1.204 -1.288 0.042  0.069
C 0.081 -0.410 0.654  -0.126
C -0.241 0.959 0.937  -0.442
C 0.793 -0.351 -0.796  0.383
H -0.391 -1.986 -0.810  0.234
H 0.491 -0.751 1.561  0.413
H 0.657 1.272 1.644  0.267
H -1.193 1.022 1.284  0.388
H 1.427 1.329 -1.814  0.346
N 0.876 0.950 -0.879  -0.133
O -2.449 -1.140 -0.047  -0.488
O -0.147 1.639 -0.263  -0.273
O 1.300 -1.246 -1.514  -0.638

***

Model 2:
Entry from the OMol25 dataset: a 2-piece molecular cluster, C4H5NO3 overall (ωB97M-V/def2-TZVPD).

Output
Lowest unoccupied orbital energy (Eh): -0.10009
Frontier orbital gap (eV): 6.2

Last column: Mulliken charge in e.
Geometry (Å):
C 2.443 -0.096 0.203  -0.539
C 0.173 -0.586 0.019  0.436
C -0.975 -1.407 -0.147  -0.318
C -0.334 0.659 -0.161  0.519
H 2.323 0.007 1.413  0.269
H 3.421 -0.771 -0.280  0.183
H 2.302 0.935 -0.495  0.240
H -0.927 -2.558 -0.443  0.318
H -0.576 2.751 1.257  0.301
N -2.098 -0.776 0.113  -0.384
O 1.475 -0.971 -0.059  -0.364
O -1.603 0.614 0.176  -0.161
O 0.165 2.063 -0.333  -0.501

***

Model 3:
Entry from the OMol25 dataset: the molecule C4H5NO3 (ωB97M-V/def2-TZVPD).

Output
Lowest unoccupied orbital energy (Eh): -0.02366
Frontier orbital gap (eV): 9.3
SMILES: C[C@@]1(C(N)=O)OC1=O

Last column: Mulliken charge in e.
Geometry (Å):
C 1.567 -0.812 -0.553  -1.263
C 0.386 1.436 -0.426  0.089
C -0.996 -0.515 0.137  0.461
C 0.522 0.087 0.039  1.203
N -1.884 0.243 0.822  -0.344
O -0.365 2.281 -0.798  -0.444
O -1.248 -1.656 -0.209  -0.605
O 0.890 1.030 0.984  -0.537
H -1.661 1.212 1.037  0.195
H -2.768 -0.157 1.108  0.253
H 1.155 -1.744 -0.949  0.322
H 2.317 -1.049 0.207  0.318
H 2.085 -0.355 -1.401  0.352

***

Model 4:
Entry from the OMol25 dataset: the molecule C4H5NO3 (ωB97M-V/def2-TZVPD).

Output
Lowest unoccupied orbital energy (Eh): -0.02088
Frontier orbital gap (eV): 9.1
SMILES: N/C(=C/C=O)C(=O)O

Last column: Mulliken charge in e.
Geometry (Å):
C -0.271 0.282 -0.127  0.958
C 1.142 0.413 -0.073  -0.495
C 2.091 -0.678 0.100  -0.239
C -0.901 -1.059 -0.068  0.392
H -0.636 2.237 -0.190  0.218
H -1.995 1.387 -0.674  0.266
H 1.544 1.439 -0.037  0.244
H 1.806 -1.733 0.243  0.368
H -2.211 -0.041 0.724  0.379
N -1.137 1.363 -0.129  -0.639
O 3.262 -0.497 0.183  -0.470
O -2.141 -0.999 0.562  -0.486
O -0.552 -2.115 -0.513  -0.495

***

Last place for stability: model 2

***

Model 1:
Entry from the OMol25 dataset: the molecule C4H5NO3 (ωB97M-V/def2-TZVPD).

Output
Lowest unoccupied orbital energy (Eh): 0.02908
Frontier orbital gap (eV): 9.0
SMILES: CON=c1occo1

Last column: Mulliken charge in e.
Geometry (Å):
C 0.713 -2.328 1.685  -0.472
C -0.027 0.565 -0.207  0.711
C -1.084 2.258 -1.123  -0.246
C -0.440 1.699 -2.116  -0.085
H -0.284 -2.002 2.144  0.256
H 1.581 -2.050 2.419  0.190
H 0.957 -3.384 1.517  0.250
H -1.487 3.276 -0.994  0.327
H -0.341 1.676 -3.242  0.320
N 0.309 -0.261 0.755  -0.484
O 0.844 -1.543 0.506  -0.164
O -0.811 1.628 0.137  -0.305
O 0.071 0.465 -1.482  -0.300

***

Model 2:
Entry from the OMol25 dataset: the molecule C4H5NO3 (ωB97M-V/def2-TZVPD).

Output
Lowest unoccupied orbital energy (Eh): 0.01698
Frontier orbital gap (eV): 9.7
SMILES: C1OC2=NOC[C@H]2O1

Last column: Mulliken charge in e.
Geometry (Å):
C -1.880 -0.210 -0.293  -0.243
C 0.156 0.419 0.317  0.634
C 1.538 0.697 0.035  -0.663
C 0.163 -0.980 0.024  0.431
H -2.190 0.130 0.766  0.303
H -2.672 -0.494 -1.130  0.264
H -0.298 0.486 1.397  0.219
H 1.680 1.493 -0.964  0.245
H 1.958 1.403 1.058  0.249
N 1.278 -1.647 -0.242  -0.459
O -0.857 0.796 -0.615  -0.405
O 2.250 -0.596 -0.437  -0.207
O -1.126 -1.497 0.082  -0.370

***

Model 3:
Entry from the OMol25 dataset: a 2-piece molecular cluster, C4H5NO3 overall (ωB97M-V/def2-TZVPD).

Output
Lowest unoccupied orbital energy (Eh): -0.01683
Frontier orbital gap (eV): 9.1
SMILES: O=C=NC(=O)O.C=C

Last column: Mulliken charge in e.
Geometry (Å):
C -0.275 0.993 0.116  0.721
C -0.638 -1.122 0.021  -0.590
C 0.087 -1.834 0.878  -0.483
O -1.354 1.224 0.765  -0.673
O 0.918 1.155 0.732  -0.416
N -0.188 1.265 -1.253  -0.339
C 0.699 1.444 -2.055  0.659
O 1.443 1.602 -2.929  -0.379
H -1.396 -0.197 0.510  0.316
H 0.733 1.221 1.681  0.382
H -0.832 -1.471 -0.989  0.354
H 0.502 -2.810 0.645  0.262
H 0.301 -1.470 1.877  0.186

***

Model 4:
Entry from the OMol25 dataset: C4H5NO3 as an isolated structure (ωB97M-V/def2-TZVPD).

Output
Lowest unoccupied orbital energy (Eh): 0.01253
Frontier orbital gap (eV): 8.8

Last column: Mulliken charge in e.
Geometry (Å):
C 0.276 0.146 0.357  0.164
C -0.804 0.579 -0.416  0.475
C 1.105 0.728 1.369  0.388
C -0.817 -0.751 -1.112  -0.425
N 0.370 -1.135 -0.262  -0.460
O 0.864 1.657 2.095  -0.527
O 2.124 -0.168 1.641  -0.498
O -1.480 1.736 -0.419  -0.511
H -1.686 -1.444 -1.184  0.315
H -0.358 -0.772 -2.114  0.189
H 2.528 -0.451 0.799  0.345
H 0.157 -1.891 0.271  0.193
H -2.277 1.765 -1.026  0.351

***

Last place for stability: model 2

***

Model 1:
Entry from the OMol25 dataset: a 2-piece molecular cluster, C5H8ClNS overall (ωB97M-V/def2-TZVPD).

Output
Lowest unoccupied orbital energy (Eh): -0.00416
Frontier orbital gap (eV): 8.5
SMILES: S=C1CNC1.C=CCl

Last column: Mulliken charge in e.
Geometry (Å):
C -1.179 -0.828 -0.545  0.257
C -0.952 0.382 0.335  -0.288
C -2.240 -0.047 -1.289  -0.320
C 2.396 0.456 0.591  -0.076
C 1.796 -0.714 0.747  -0.656
H -1.022 0.203 1.414  0.423
H 0.009 0.867 0.117  -0.011
H -1.964 1.940 -0.653  0.275
H -1.907 0.230 -2.300  0.230
H -3.221 -0.528 -1.361  0.273
H 3.441 0.567 0.317  0.359
H 0.750 -0.793 1.022  0.385
H 2.359 -1.629 0.598  0.214
N -2.144 1.020 -0.267  -0.523
S -0.583 -2.315 -0.626  -0.327
Cl 1.586 1.973 0.806  -0.216

***

Model 2:
Entry from the OMol25 dataset: the molecule C5H8ClNS (ωB97M-V/def2-TZVPD).

Output
Lowest unoccupied orbital energy (Eh): 0.02122
Frontier orbital gap (eV): 9.0
SMILES: C/C(S)=N/C(C)=C/Cl

Last column: Mulliken charge in e.
Geometry (Å):
C -1.310 -0.217 -0.222  0.707
C -2.411 -0.551 0.437  -0.375
C 0.966 -0.234 0.300  0.888
C -1.282 0.941 -1.217  -1.729
C 2.244 -0.992 0.618  -1.491
N -0.126 -0.806 0.098  -0.528
S 1.336 1.546 0.292  -0.258
Cl -3.983 0.020 0.282  -0.181
H -2.200 -1.292 1.193  0.400
H 2.654 1.359 0.563  0.153
H -2.139 1.018 -1.766  0.493
H -0.459 0.950 -1.868  0.460
H -1.143 1.878 -0.645  0.373
H 2.155 -2.018 0.454  0.337
H 2.740 -0.931 1.605  0.334
H 2.957 -0.672 -0.127  0.417

***

Last place for stability: model 1

***

Model 1:
Entry from the OMol25 dataset: a 2-piece molecular cluster, CH4O2P2 overall (ωB97M-V/def2-TZVPD).

Output
Lowest unoccupied orbital energy (spin up / spin down) (Eh): -0.03763 / -0.03193
Frontier orbital gap (spin up / spin down) (eV): 8.4 / 7.0

Last column: Mulliken charge in e.
Geometry (Å):
C 1.159 -0.307 0.220  -0.794
O -2.089 -1.163 1.324  -0.403
O -1.308 0.829 0.032  -0.054
P -2.594 -0.133 0.425  0.418
P 0.208 1.225 0.044  0.012
H 2.235 -0.326 -0.219  0.304
H 1.103 -0.714 1.235  0.298
H 0.696 -1.022 -0.467  0.271
H 0.590 1.610 -2.595  -0.052

***

Model 2:
Entry from the OMol25 dataset: CH4O2P2 as an isolated structure (ωB97M-V/def2-TZVPD).

Output
Lowest unoccupied orbital energy (Eh): -0.00655
Frontier orbital gap (eV): 9.4

Last column: Mulliken charge in e.
Geometry (Å):
C 0.317 0.748 -0.467  -0.298
O -1.080 -2.784 -1.346  -0.461
O 0.109 -0.572 -1.345  -0.296
P -0.440 -1.846 -0.451  0.457
P -0.534 0.407 1.186  -0.122
H 1.363 0.924 -0.314  0.289
H -0.183 1.667 -0.999  0.267
H -0.238 1.628 2.112  0.087
H 0.685 -0.171 1.624  0.078

***

Last place for stability: model 1